Record 1
Molecular formula: C2H4O2Si
Method: DFT, wB97M-V/def2-TZVPD

Calculated values
Multiplicity   3
Kohn-Sham gap (alpha / beta)   0.2666 / 0.2346 Ha
Expectation value of S²   2.0126
LUMO (alpha / beta)   -0.02311 / -0.11612 hartree
Net charge   0
E_HOMO (alpha / beta)   -7.88 / -9.54 eV

Geometry as XYZ:
```
9
Properties=species:S:1:pos:R:3:forces:R:3:mulliken_spin:R:1
C -0.36510 -0.06641 -0.94492 1.850 -2.716 1.835 0.1428
C -1.15125 -0.48515 0.30552 -1.368 1.497 -1.486 -0.0778
O -0.30666 1.07062 -1.31722 -1.300 1.084 -1.226 0.2562
O -1.15085 -1.35531 1.12486 0.842 -0.406 -0.243 0.0799
Si 1.84916 0.02431 0.25668 -0.358 0.837 1.332 1.4279
H 0.18306 -0.91949 -1.37132 0.243 -0.303 -0.889 -0.0097
H -1.93768 0.25093 0.15835 -1.284 0.538 1.305 0.0054
H 1.24519 1.32536 0.05367 0.892 0.700 -0.802 0.0666
H 1.63412 0.15515 1.73437 0.484 -1.232 0.173 0.1088
```
Positions in Å, forces in eV/Å.

=====

Record 2
Molecular formula: C2H4O3
Method: DFT, wB97M-V/def2-TZVPD

Calculated values
Kohn-Sham gap   0.3940 Ha
LUMO   0.00373 hartree
Net charge   0
SMILES   O=C(O)CO
E_HOMO   -10.62 eV

Geometry as XYZ:
```
9
Properties=species:S:1:pos:R:3:forces:R:3:nbo_charge:R:1
O 0.45141 1.67767 0.05914 1.579 -2.173 -0.504 -0.5877
C 0.69565 0.46835 -0.01737 -3.496 2.460 1.269 0.7543
O 1.86410 -0.08150 -0.03509 1.448 -3.805 -2.141 -0.6326
C -0.51378 -0.45950 0.15054 -1.780 1.057 0.926 -0.2094
O -1.70294 0.30315 -0.13401 0.331 -1.613 -0.310 -0.7177
H 1.74700 -1.06267 -0.47112 0.562 3.409 1.836 0.5020
H -0.68136 -0.65864 1.26124 1.087 -0.484 -1.315 0.2218
H -0.48818 -1.35771 -0.48246 0.084 0.056 0.342 0.1823
H -1.37190 1.17085 -0.33088 0.185 1.092 -0.103 0.4871
```
Positions in Å, forces in eV/Å.

=====

Record 3
Molecular formula: C2H4O3P
Method: DFT, wB97M-V/def2-TZVPD

Calculated values
Kohn-Sham gap   0.3250 Ha
LUMO   0.16066 hartree
Net charge   -1
SMILES   C[C@H]1O[P@@]1(=O)[O-]
E_HOMO   -4.47 eV

Geometry as XYZ:
```
10
Properties=species:S:1:pos:R:3:forces:R:3:nbo_charge:R:1
C 0.20335 -1.04731 0.82930 -1.282 2.851 -2.323 -0.6483
C 0.36550 -0.24137 -0.48488 0.993 0.676 1.364 -0.2842
O -0.81446 -0.03737 -1.28966 -0.308 0.897 0.227 -0.8225
P -0.27852 1.42391 -0.50800 -1.120 -2.076 0.081 2.2813
O 0.07964 2.54509 -1.38730 0.631 0.226 -0.705 -1.1304
O -1.09045 1.62505 0.71867 -0.112 0.458 0.369 -1.1650
H 1.11824 -1.25660 1.24038 2.174 -0.550 1.204 0.1861
H -0.29795 -1.86244 0.48155 -1.258 -3.010 -0.516 0.1887
H -0.47767 -0.49810 1.43080 -0.274 0.464 0.974 0.2416
H 1.19230 -0.65087 -1.03086 0.556 0.064 -0.674 0.1529
```
Positions in Å, forces in eV/Å.

=====

Record 4
Molecular formula: C2H4O4
Method: DFT, wB97M-V/def2-TZVPD

Calculated values
Kohn-Sham gap   0.4320 Ha
LUMO   0.02905 hartree
Net charge   0
SMILES   CC(=O)OOO
E_HOMO   -10.96 eV

Geometry as XYZ:
```
10
Properties=species:S:1:pos:R:3:forces:R:3:nbo_charge:R:1
C -1.00817 -1.23759 0.07494 -0.969 -2.449 -2.193 -0.7244
C 0.16179 -0.37201 -0.15325 -1.589 0.070 1.090 0.7718
O 0.85291 -0.42062 -1.08897 2.252 0.678 -1.934 -0.5517
O 0.24879 0.47924 0.92834 -0.285 0.681 -0.331 -0.2703
O 1.26745 1.46918 0.84904 0.734 0.056 -0.547 -0.0080
O 0.97638 2.46999 -0.12087 -1.275 0.061 1.996 -0.4177
H -1.31895 -1.95955 -0.85553 1.056 2.191 2.155 0.2441
H -1.84935 -0.68836 0.41951 -0.758 0.448 0.215 0.2441
H -0.70655 -1.89302 0.85618 0.004 -0.772 0.859 0.2442
H 1.37571 2.15273 -0.90939 0.829 -0.963 -1.312 0.4679
```
Positions in Å, forces in eV/Å.

=====

Record 5
Molecular formula: C2H4O4
Method: DFT, wB97M-V/def2-TZVPD

Calculated values
Kohn-Sham gap   0.4071 Ha
LUMO   0.02476 hartree
Net charge   0
SMILES   O=C=O.COO
E_HOMO   -10.40 eV

Geometry as XYZ:
```
10
Properties=species:S:1:pos:R:3:forces:R:3:nbo_charge:R:1
O -2.90814 1.28307 0.61735 0.861 2.228 1.076 -0.5300
C -3.13268 0.33184 0.03168 -0.613 -0.880 0.005 1.0285
O -3.44954 -0.62862 -0.49785 -0.453 -1.443 -1.114 -0.5029
C 0.17038 0.49378 -0.04033 1.951 -3.245 0.113 -0.2544
O -0.62936 -0.67437 -0.24554 0.658 -0.705 0.244 -0.2904
O -0.24467 -1.67115 0.74010 1.099 0.277 -0.276 -0.4454
H -0.10889 0.94708 0.84270 -0.780 1.338 1.861 0.1830
H -0.01273 1.09387 -0.90299 0.444 0.471 -0.593 0.2046
H 1.23492 0.06932 0.17861 -1.287 1.371 -1.104 0.1589
H 0.73997 -1.87645 0.58866 -1.880 0.587 -0.211 0.4480
```
Positions in Å, forces in eV/Å.

=====

Record 6
Molecular formula: C2H4O4
Method: DFT, wB97M-V/def2-TZVPD

Calculated values
Kohn-Sham gap   0.4220 Ha
LUMO   0.02360 hartree
Net charge   0
SMILES   O=CO.O=CO
E_HOMO   -10.84 eV

Geometry as XYZ:
```
10
Properties=species:S:1:pos:R:3:forces:R:3:nbo_charge:R:1
O -2.40020 0.71177 0.64145 0.010 -0.710 0.158 -0.5792
C -2.23933 -0.29330 0.00792 -0.927 -0.268 -1.981 0.6514
O -1.10135 -0.66061 -0.60395 0.944 1.086 0.487 -0.7106
H -3.03695 -1.00615 -0.42464 0.665 0.849 1.298 0.1099
H -0.41303 0.05249 -0.40843 -1.108 -0.995 0.086 0.5030
O 3.15175 0.05186 0.24190 -0.158 -1.113 -0.122 -0.5458
C 2.01696 -0.09860 -0.10055 0.250 2.370 -0.378 0.6388
O 1.02844 0.67303 0.44432 -0.037 -0.732 -0.003 -0.7194
H 1.61395 -0.56273 -1.02172 0.362 -0.514 0.563 0.1371
H 1.37976 1.13224 1.22370 0.000 0.027 -0.110 0.5148
```
Positions in Å, forces in eV/Å.

=====

So what do the calculations give for ΔE to the lowest compared entry with this formula, charge and spin? Going down the list: 283.49 99.00 73.06 567.52 330.17 73.49 kJ/mol.
So what do the calculations give for electronic energy? Going down the list: -14104.85324 -8280.53314 -17572.47633 -10323.51776 -10325.97771 -10328.63803 eV.
So what do the calculations give for molecular weight? Going down the list: 88.14 76.05 107.02 92.05 92.05 92.05 g/mol.